54
Properties=species:S:1:pos:R:3:lowdin_charge:R:1 method="wB97M-V/def2-TZVPD" e_lumo_ha=-0.20847 homo_energy_ev=-9.2 total_energy_ha=-8132.6920 largest_force_ev_per_a=7.4 orbital_gap_ha=0.1299 charge=+1
Cs 6.631 0.533 -4.813 1.06
Br -0.058 -2.970 0.084 0.76
K -1.379 -4.327 -3.293 0.96
K 0.387 -1.199 1.585 0.73
Cl -1.590 4.587 -5.809 0.53
Cl 0.889 3.168 -5.379 0.41
Cl -0.836 2.433 -7.572 0.51
Cl 3.265 -2.443 -0.547 0.71
Cl -1.668 1.863 -4.873 0.57
Cl 2.075 -0.005 -4.846 -0.18
Na -6.084 -0.714 0.723 0.81
F -3.788 0.429 -3.624 -0.74
F 0.507 1.395 7.429 0.15
F 2.225 0.360 8.496 0.16
O 1.172 -2.261 5.212 0.08
O 1.605 -0.393 6.344 0.21
O 0.195 -0.819 8.206 0.22
O -0.576 -2.805 7.507 0.13
O -2.569 -0.394 1.934 -0.30
N 1.079 1.778 -2.191 0.27
N -2.429 1.547 -1.235 0.14
N -0.793 -2.199 -3.446 0.05
C -1.239 -0.372 -0.516 -0.22
C 1.344 -0.548 -1.094 -0.34
C 3.588 -0.335 -2.168 -0.42
C -2.024 0.399 -1.556 -0.28
C -0.811 3.005 -5.900 -2.04
C 4.085 0.650 -1.077 -0.08
C -4.341 0.983 2.665 -0.08
C 2.520 -1.312 -1.721 -0.65
C -0.044 -1.314 -1.103 -0.58
C -3.787 0.028 1.589 -0.59
C 1.164 0.678 -1.841 -0.23
C 0.105 -1.827 7.369 -0.42
C 1.016 -1.545 6.173 -0.43
C -0.373 -1.847 -2.454 -0.27
B 1.148 0.191 7.652 -1.06
Li 4.211 1.288 -3.786 0.55
H -2.330 0.044 -2.565 0.05
H 3.540 0.562 -0.158 0.08
H -2.117 1.750 -0.283 0.05
H -1.960 -1.079 -0.030 0.09
H 5.151 0.600 -0.912 0.08
H -4.416 0.485 3.630 0.08
H -3.705 1.858 2.770 0.08
H -3.879 0.591 0.621 0.09
H 2.275 -1.863 -2.614 0.09
H 3.253 0.121 -3.110 -0.15
H -5.354 1.344 2.397 0.06
H 3.873 1.670 -1.410 0.07
H -0.827 0.296 0.265 0.08
H 4.454 -0.954 -2.415 0.09
H 1.648 -0.283 -0.057 0.10
H -4.587 -0.759 1.483 0.01